Record 1
Entry from the OMol25 dataset: C41H63N4O8PSTi as an isolated structure (wB97M-V/def2-TZVPD).

Results
multiplicity: 3
charge: -2
relative energy (zero: lowest compared OMol25 entry of this formula, charge and spin): 46.4 kJ/mol
calculated total energy: -109119.421 eV
HOMO-LUMO gap (spin up / spin down): 3.8 / 5.5 eV
E_HOMO (spin up / spin down): 0.45 / -1.27 eV

The geometry in XYZ format:
```
119
C41H63N4O8PSTi wB97M-V/def2-TZVPD
Ti -7.16647 19.43426 7.60744
C -10.42319 16.24718 10.40809
C -9.45018 17.39269 10.78172
C -8.91743 17.12123 12.22482
O -10.06993 18.67540 10.59631
C -8.24791 17.37341 9.75842
O -7.37188 16.55537 9.95166
O -8.23674 18.26512 8.79058
H -11.29558 16.03243 11.07403
H -9.82668 15.33097 10.32922
H -10.75667 16.46629 9.39538
H -9.72629 17.13319 12.95664
H -8.23755 17.91886 12.53663
H -8.38722 16.15230 12.33120
H -10.54579 18.91961 11.39546
C -6.10374 20.84617 13.27588
C -6.08704 20.04573 11.92747
C -5.53874 18.64788 12.17940
C -5.26222 20.87455 10.97068
C -3.91779 20.95449 11.24699
C -3.07634 21.84644 10.55527
C -3.62399 22.63751 9.54646
C -5.05364 22.58400 9.26793
C -5.61967 23.70017 8.35021
C -4.90608 23.68100 7.04601
C -5.31601 24.99189 9.15851
C -5.78968 21.52600 9.78573
N -6.95955 21.00423 9.08322
C -8.09413 21.70156 9.22281
C -9.06790 21.58168 8.24143
N -8.73604 20.94300 7.12649
C -9.52017 21.05888 5.98245
C -9.09924 21.98674 5.00880
C -9.80229 21.96787 3.78740
C -10.83901 21.12807 3.61887
C -11.43080 20.41879 4.74794
C -10.74775 20.37741 5.94538
C -11.32142 19.56492 7.10955
C -11.61122 18.12320 6.54780
C -12.70804 20.16237 7.53834
C -8.08007 23.10093 5.20068
C -7.05342 23.21791 4.05536
C -8.83257 24.42324 5.42677
H -7.10207 20.66238 13.71701
H -6.04893 21.93636 13.07257
H -5.30622 20.57100 14.02410
H -7.10064 19.85727 11.52038
H -4.55813 18.78891 12.57723
H -5.44371 18.05135 11.28475
H -6.10479 18.07983 12.90802
H -3.49858 20.32886 12.03091
H -1.95723 21.88308 10.71732
H -3.02440 23.39909 9.13486
H -6.70790 23.62277 8.22674
H -3.84593 23.51413 7.05589
H -5.12868 24.58800 6.44605
H -5.23542 22.80403 6.45260
H -4.29785 25.04036 9.48043
H -5.99289 25.01725 10.07034
H -5.54431 25.96497 8.67117
H -8.24555 22.32937 10.08969
H -10.02603 22.13049 8.35083
H -9.59657 22.75538 3.03229
H -11.36420 21.07802 2.67413
H -12.34921 19.85988 4.55669
H -10.65296 19.51349 7.95698
H -12.32092 18.21079 5.70243
H -12.06289 17.49733 7.37496
H -10.70473 17.68349 6.06942
H -13.36363 20.45462 6.69729
H -12.58653 21.11485 8.02349
H -13.26033 19.40688 8.16558
H -7.58105 22.81458 6.15566
H -7.55919 23.55522 3.14202
H -6.49317 22.28204 3.90486
H -6.29243 23.97564 4.26506
H -9.48579 24.80977 4.67191
H -8.13427 25.26586 5.64859
H -9.48884 24.29284 6.30867
O -5.46063 18.72935 7.95166
O -5.48250 19.90257 6.97589
C -4.60528 11.65272 10.35204
C -5.06351 13.00672 9.95556
O -3.95390 13.97467 9.80184
P -4.15141 15.36285 8.96703
O -2.98919 16.20837 9.69015
C -1.72849 15.73510 10.18144
C -0.57951 15.91543 9.14490
O -3.52964 14.94087 7.50321
C -3.16249 15.78348 6.37358
C -2.90050 14.94999 5.12298
H -5.54876 11.06604 10.55610
H -3.94107 11.64395 11.24480
H -4.02997 11.17684 9.53003
H -5.76742 13.45575 10.65958
H -5.52068 12.86554 8.96995
H -1.84018 14.76943 10.65797
H -1.46472 16.40273 11.01577
H -0.77113 15.38369 8.20924
H 0.39467 15.55625 9.54847
H -0.33241 16.93133 8.98604
H -2.19090 16.32619 6.63131
H -3.93033 16.55093 6.21899
H -2.82408 13.91124 5.35185
H -1.94888 15.19416 4.62229
H -3.70708 15.08882 4.31312
C -6.14018 13.29080 5.49430
C -7.31217 14.16683 5.85130
C -8.53874 13.67456 6.36204
C -9.50351 14.69312 6.57255
N -9.21520 15.95930 6.39248
C -8.05345 16.36736 5.95125
S -7.86821 18.07345 5.55421
N -7.06304 15.48248 5.77057
H -6.19047 12.20360 5.75794
H -5.21862 13.69253 5.93802
H -6.00806 13.41424 4.39464
H -8.66221 12.61106 6.45659
H -10.50447 14.43738 6.86466
```

Record 2
Entry from the OMol25 dataset: one molecule with the formula C9H13NO2S (wB97M-V/def2-TZVPD).

Results
charge: 0
relative energy (zero: lowest compared OMol25 entry of this formula, charge and spin): 352.6 kJ/mol
calculated total energy: -25961.046 eV
HOMO-LUMO gap: 9.2 eV
E_HOMO: -8.64 eV

The geometry in XYZ format:
```
26
C9H13NO2S wB97M-V/def2-TZVPD
C -1.30321 -2.73731 1.35184
C -1.74643 -2.36298 0.09510
C -0.62520 -1.81535 2.16201
C -1.37182 -1.10809 -0.35879
C -0.07411 -0.62760 1.64806
C -0.54913 -0.20175 0.40536
C 2.29113 0.57685 -0.33354
C -0.90980 1.81235 -1.34389
C 1.17934 1.52985 0.22487
N -0.15861 1.11151 0.11196
O -1.12602 3.41957 0.97313
O -2.29242 1.40973 1.85699
S -1.07241 2.17349 1.71005
H -1.49510 -3.66865 1.81370
H -2.40204 -2.91246 -0.71055
H -0.44687 -2.03614 3.25470
H -1.82141 -0.84486 -1.30080
H 0.31456 0.12118 2.39327
H 3.26413 1.17912 -0.06779
H 2.43621 -0.32704 0.27325
H 2.11008 0.42183 -1.37109
H -0.80208 2.93284 -1.10810
H -0.58122 1.33535 -2.26559
H -2.00836 1.68593 -0.99182
H 1.18181 2.45283 -0.21574
H 1.47508 1.55102 1.36574
```

Record 3
Entry from the OMol25 dataset: one molecule with the formula C4H4ClN (wB97M-V/def2-TZVPD).

Results
SMILES: N#C/C=C/CCl
charge: 0
relative energy (zero: lowest compared OMol25 entry of this formula, charge and spin): 100.7 kJ/mol
calculated total energy: -18224.095 eV
HOMO-LUMO gap: 10.5 eV
E_HOMO: -10.65 eV

The geometry in XYZ format:
```
10
C4H4ClN wB97M-V/def2-TZVPD
C 1.02614 0.85151 -0.57518
C 0.36304 -0.03116 0.37056
C -0.85016 -0.48222 0.14857
C -1.60321 -1.50910 0.75864
H 0.30485 1.04331 -1.35415
H 1.92982 0.45800 -1.03357
H 1.06318 -0.29091 1.22119
H -1.30577 -0.13880 -0.76864
N -2.31093 -2.38943 1.02646
Cl 1.38303 2.48881 0.20612
```

- The lowest relative energy (zero: lowest compared OMol25 entry of this formula, charge and spin) belongs to which entry?
  C41H63N4O8PSTi

- Among the records above, which one has the highest calculated total energy?
  C4H4ClN

- relative energy (zero: lowest compared OMol25 entry of this formula, charge and spin) of number 2 (C9H13NO2S)?
  352.6 kJ/mol